119
Properties=species:S:1:pos:R:3:mulliken_charge:R:1 method="wB97M-V/def2-TZVPD" e_homo_ev=-0.483 charge=-2 e_above_lowest_kj_mol=192.82 largest_force_ev_per_a=1.65 lumo_ev=3.422 total_energy_ev=-115476.1426
La -0.200 -1.362 0.513 -0.453
C 5.664 2.267 -0.144 -0.928
C 4.305 2.126 -0.499 -0.199
N 3.852 1.193 -1.295 0.348
C 4.715 0.265 -1.732 -0.666
C 6.093 0.289 -1.398 1.449
C 6.578 1.382 -0.633 -0.806
C 6.983 -0.747 -1.794 -0.809
C 6.478 -1.865 -2.380 -1.205
C 5.063 -1.993 -2.631 1.767
C 4.597 -3.206 -3.120 -0.627
C 3.269 -3.368 -3.347 -0.985
C 2.424 -2.288 -3.204 0.280
N 2.847 -1.088 -2.760 -0.179
C 4.157 -0.933 -2.419 -0.182
H 5.932 3.064 0.508 0.475
H 3.582 2.838 -0.123 0.332
H 7.644 1.464 -0.431 0.363
H 8.053 -0.689 -1.577 0.332
H 7.127 -2.723 -2.603 0.268
H 5.318 -4.003 -3.340 0.348
H 2.825 -4.285 -3.712 0.405
H 1.349 -2.354 -3.372 0.152
C -1.486 5.425 4.076 -1.736
C -0.912 4.175 3.423 0.311
C 0.107 3.452 3.982 -0.621
C 0.582 2.298 3.373 0.967
C 1.832 1.757 3.932 -0.424
O 2.649 2.569 4.371 -0.716
C 2.144 0.308 3.966 0.213
C 1.175 -0.676 4.083 -0.217
C 1.532 -2.016 4.164 0.056
C 2.885 -2.366 4.165 -0.484
C 3.850 -1.384 4.056 -0.559
C 3.480 -0.051 4.000 -0.603
C -0.025 1.784 2.192 -0.254
O 0.253 0.655 1.670 -0.460
C -0.960 2.619 1.553 1.208
C -1.411 3.766 2.174 -0.497
C -1.420 2.265 0.156 -1.018
N -0.716 2.511 -0.869 -0.170
C 0.523 3.274 -0.774 0.483
C 0.178 4.727 -0.769 -1.509
Te -1.399 5.169 -2.207 0.124
C -0.457 4.238 -3.834 -0.195
C 0.784 4.657 -4.289 -0.208
C 1.435 3.957 -5.318 -0.713
C 0.840 2.818 -5.834 -0.182
C -0.399 2.385 -5.394 -0.737
C -1.050 3.084 -4.380 0.057
C -2.797 1.732 -0.059 1.127
C -3.110 1.170 -1.290 -0.377
C -4.395 0.781 -1.610 -0.993
C -5.397 0.966 -0.677 -0.527
C -5.117 1.479 0.577 -0.983
C -3.798 1.827 0.910 0.308
H -0.782 5.896 4.787 0.389
H -2.393 5.185 4.661 0.266
H -1.757 6.189 3.327 0.371
H 0.565 3.724 4.909 0.536
H 0.127 -0.416 4.086 0.312
H 0.744 -2.772 4.150 0.410
H 3.153 -3.416 4.156 0.330
H 4.918 -1.649 4.044 0.299
H 4.214 0.739 3.932 0.453
H -2.210 4.335 1.676 0.300
H 1.119 3.025 -1.646 0.470
H 1.084 2.963 0.131 -0.546
H 1.029 5.360 -1.007 0.556
H -0.266 5.048 0.175 0.378
H 1.202 5.571 -3.878 0.394
H 2.383 4.295 -5.709 0.371
H 1.330 2.281 -6.635 0.359
H -0.824 1.491 -5.813 0.347
H -1.977 2.722 -4.004 0.441
H -2.303 1.130 -1.996 0.878
H -4.569 0.382 -2.613 0.386
H -6.395 0.598 -0.931 0.321
H -5.879 1.588 1.343 0.366
H -3.577 2.219 1.903 0.345
C -4.121 -0.212 4.929 -0.967
C -4.968 -0.907 4.076 -0.439
C -4.565 -1.319 2.819 -0.819
C -3.264 -1.036 2.342 -1.183
C -2.415 -0.381 3.256 1.909
C -2.818 0.058 4.485 0.085
N -2.720 -1.374 1.132 3.063
N -3.650 -1.986 0.298 -0.399
C -3.223 -2.219 -0.890 -0.734
C -4.072 -2.877 -1.854 -0.850
C -3.700 -3.122 -3.148 -0.746
C -2.402 -2.709 -3.544 -0.893
C -1.603 -2.146 -2.598 0.340
N -1.917 -1.878 -1.318 1.721
H -4.456 0.140 5.897 0.349
H -5.990 -1.129 4.371 0.338
H -5.232 -1.874 2.166 0.347
H -1.449 -0.118 2.890 -1.656
H -2.161 0.645 5.127 0.415
H -5.052 -3.149 -1.509 0.537
H -4.413 -3.585 -3.812 0.360
H -2.039 -2.891 -4.540 0.424
H -0.630 -1.801 -2.897 -1.049
Cl 3.009 -1.658 0.443 -0.738
Te 1.104 0.306 -2.592 0.473
Cl 1.752 -4.626 -0.517 -0.118
C 0.063 -5.112 -0.555 0.956
C -0.409 -5.811 -1.671 -0.711
C -1.733 -6.196 -1.680 -0.432
C -2.554 -5.829 -0.619 -0.665
C -2.086 -5.089 0.461 -0.282
C -0.723 -4.680 0.534 0.388
C -0.231 -3.821 1.613 -2.250
H 0.264 -6.002 -2.510 0.297
H -2.132 -6.714 -2.534 0.346
H -3.619 -6.064 -0.716 0.260
H -2.776 -4.776 1.235 0.222
H 0.809 -4.003 1.868 0.796
H -0.867 -3.891 2.486 0.420

***

125
Properties=species:S:1:pos:R:3:mulliken_charge:R:1 method="wB97M-V/def2-TZVPD" e_homo_ev=-9.820 charge=0 largest_force_ev_per_a=3.69 smiles="CC(C)CC[Si@H](CCCCOC=O)CCC(N)=O.CCCCCC.CCCCCC.CCCCCC.CCCCCC" lumo_ev=0.546 total_energy_ev=-55226.7511
C 0.069 -4.815 0.931 -1.399
C -1.432 -4.735 1.219 1.001
C -2.110 -5.716 0.231 -1.645
C -2.039 -3.342 1.010 -0.693
C -1.942 -2.415 2.255 -0.609
Si -0.733 -0.970 2.089 -0.501
C 0.935 -1.388 1.275 -0.510
C 0.802 -1.281 -0.269 0.215
C 2.181 -1.006 -0.925 -1.010
C 2.315 0.381 -1.532 -0.439
O 1.105 0.821 -2.204 -0.361
C 0.571 1.891 -1.566 -0.090
O -0.438 1.837 -1.002 -0.393
C -0.392 -0.116 3.747 -0.882
C 0.465 -0.963 4.706 0.053
C 1.954 -0.791 4.488 0.121
N 2.669 -1.935 4.165 -0.543
O 2.491 0.253 4.627 -0.587
H 0.697 -4.504 1.763 0.183
H 0.311 -5.861 0.751 0.544
H 0.355 -4.291 0.026 0.265
H -1.588 -5.069 2.242 0.183
H -2.082 -6.704 0.680 0.402
H -3.139 -5.435 0.031 0.436
H -1.575 -5.696 -0.710 0.348
H -3.099 -3.493 0.834 0.379
H -1.663 -2.836 0.124 0.159
H -1.771 -2.985 3.169 0.265
H -2.920 -1.952 2.375 0.442
H -1.375 0.042 1.216 -0.165
H 1.267 -2.387 1.545 0.257
H 1.678 -0.667 1.613 0.786
H 0.441 -2.220 -0.669 -0.077
H 0.063 -0.531 -0.518 -0.053
H 2.933 -1.092 -0.145 0.359
H 2.416 -1.789 -1.637 0.460
H 3.104 0.354 -2.280 -0.029
H 2.553 1.113 -0.763 0.441
H 1.116 2.842 -1.640 0.610
H -1.321 0.108 4.265 0.498
H 0.108 0.831 3.557 0.458
H 0.288 -0.714 5.748 0.376
H 0.200 -2.017 4.598 0.134
H 3.429 -1.709 3.536 0.299
H 2.088 -2.655 3.756 0.277
C -3.655 0.062 -1.831 -1.166
C -3.542 0.837 -3.139 -0.689
C -3.916 2.310 -3.001 -0.071
C -5.361 2.583 -2.584 -0.835
C -6.423 1.988 -3.507 -0.448
C -6.374 2.547 -4.926 -1.175
H -4.680 0.043 -1.454 0.387
H -3.339 -0.974 -1.974 0.366
H -3.016 0.507 -1.066 0.223
H -4.155 0.356 -3.907 0.406
H -2.509 0.775 -3.491 0.351
H -3.709 2.814 -3.951 0.032
H -3.250 2.775 -2.266 0.303
H -5.506 3.667 -2.527 0.418
H -5.525 2.206 -1.570 0.337
H -7.408 2.201 -3.082 0.387
H -6.334 0.899 -3.538 0.245
H -6.498 3.632 -4.922 0.283
H -7.175 2.121 -5.532 0.384
H -5.430 2.312 -5.420 0.278
C -1.594 -4.357 6.819 -1.316
C -1.876 -2.903 7.184 0.203
C -1.056 -2.405 8.373 -0.699
C -1.317 -3.134 9.692 -0.929
C -2.768 -3.110 10.167 -0.369
C -3.290 -1.705 10.453 -1.190
H -1.858 -5.037 7.630 0.412
H -2.177 -4.651 5.943 0.366
H -0.537 -4.501 6.582 0.255
H -2.945 -2.775 7.377 0.353
H -1.645 -2.276 6.319 -0.198
H -1.240 -1.335 8.505 0.403
H 0.009 -2.496 8.132 0.377
H -0.683 -2.688 10.464 0.412
H -0.992 -4.175 9.603 0.327
H -2.840 -3.702 11.083 0.375
H -3.417 -3.600 9.435 0.238
H -2.678 -1.209 11.209 0.293
H -4.314 -1.747 10.826 0.377
H -3.294 -1.085 9.555 0.281
C 4.229 -1.443 -4.990 -1.240
C 5.293 -1.623 -3.910 -0.303
C 6.181 -0.395 -3.721 -0.518
C 7.012 -0.001 -4.944 -0.840
C 7.942 -1.093 -5.471 -0.366
C 9.008 -1.519 -4.465 -1.193
H 4.675 -1.278 -5.972 0.380
H 3.601 -2.332 -5.060 0.379
H 3.582 -0.593 -4.761 0.239
H 5.901 -2.502 -4.139 0.404
H 4.793 -1.838 -2.961 0.206
H 6.845 -0.567 -2.869 0.380
H 5.553 0.458 -3.442 0.240
H 7.608 0.880 -4.687 0.399
H 6.345 0.314 -5.751 0.307
H 8.440 -0.716 -6.368 0.378
H 7.364 -1.966 -5.785 0.225
H 9.622 -0.668 -4.164 0.292
H 9.668 -2.269 -4.904 0.382
H 8.566 -1.957 -3.569 0.286
C -2.493 6.061 -4.345 -1.044
C -1.500 5.959 -3.192 0.109
C -0.635 7.206 -3.017 -0.870
C 0.270 7.537 -4.204 -0.746
C 1.238 6.425 -4.605 -0.322
C 2.238 6.067 -3.509 -1.102
H -1.990 6.174 -5.307 0.309
H -3.103 5.157 -4.399 0.127
H -3.164 6.912 -4.208 0.311
H -0.868 5.076 -3.331 -0.011
H -2.057 5.792 -2.266 0.380
H -0.027 7.089 -2.115 0.325
H -1.287 8.065 -2.827 0.393
H 0.843 8.437 -3.961 0.401
H -0.344 7.799 -5.070 0.295
H 1.792 6.752 -5.489 0.357
H 0.687 5.530 -4.905 0.238
H 2.827 6.939 -3.218 0.302
H 2.929 5.298 -3.860 0.364
H 1.739 5.679 -2.619 0.195

***

120
Properties=species:S:1:pos:R:3:mulliken_charge:R:1 method="wB97M-V/def2-TZVPD" e_homo_ev="1.459 / -1.671" charge=-2 e_above_lowest_kj_mol=7.61 largest_force_ev_per_a=2.07 multiplicity=2 lumo_ev="4.088 / 4.081" total_energy_ev=-94777.3782
Ti 0.713 -1.205 -1.125 -0.326
C 2.485 2.074 -4.411 -1.467
C 3.188 1.079 -3.484 3.658
C 4.695 1.342 -3.485 -1.782
C 2.872 -0.323 -3.894 -0.858
C 3.398 -1.001 -5.006 -1.177
C 2.748 -2.213 -5.009 -0.509
N 1.896 -2.238 -3.968 -0.140
N 1.969 -1.079 -3.266 0.773
B 0.886 -3.341 -3.663 -0.136
N -0.509 -2.717 -3.661 0.022
C -1.536 -3.070 -4.452 -0.643
C -2.534 -2.137 -4.309 -1.126
C -2.026 -1.210 -3.379 -0.598
N -0.801 -1.574 -2.988 1.060
C -2.699 0.057 -2.941 3.461
C -4.208 -0.134 -2.814 -2.090
C -2.384 1.187 -3.923 -1.711
N 1.264 -4.008 -2.338 0.307
C 1.250 -5.317 -2.031 -0.436
C 1.701 -5.462 -0.735 -1.349
C 1.970 -4.151 -0.310 -0.208
N 1.712 -3.293 -1.292 0.358
C 2.454 -3.662 1.018 3.488
C 1.372 -3.802 2.085 -1.302
C 3.750 -4.362 1.437 -1.997
H 2.842 3.089 -4.221 0.449
H 1.411 2.056 -4.239 0.082
H 2.692 1.831 -5.456 0.377
H 2.788 1.195 -2.478 -1.814
H 5.089 1.335 -4.505 0.458
H 5.244 0.599 -2.910 0.390
H 4.903 2.326 -3.059 0.382
H 4.134 -0.644 -5.704 0.451
H 2.812 -3.057 -5.674 0.434
H 0.930 -4.178 -4.531 -0.229
H -1.473 -3.959 -5.057 0.449
H -3.498 -2.124 -4.784 0.405
H -2.289 0.298 -1.953 -1.108
H -4.666 -0.351 -3.785 0.420
H -4.669 0.778 -2.428 0.399
H -4.444 -0.941 -2.122 0.411
H -1.313 1.380 -3.991 0.216
H -2.745 0.937 -4.926 0.397
H -2.871 2.110 -3.603 0.404
H 0.935 -6.045 -2.760 0.481
H 1.819 -6.375 -0.176 0.471
H 2.660 -2.596 0.875 -1.846
H 1.109 -4.854 2.233 0.391
H 0.473 -3.264 1.780 -0.212
H 1.731 -3.406 3.039 0.503
H 3.581 -5.430 1.602 0.384
H 4.129 -3.937 2.370 0.426
H 4.522 -4.256 0.673 0.425
C -0.622 7.327 4.694 -1.620
C -0.782 6.060 3.897 0.795
C -1.726 5.956 2.890 -0.904
C -1.863 4.792 2.133 1.481
C -2.917 4.784 1.057 -1.704
C -1.041 3.683 2.372 -0.999
Te -1.092 1.957 0.967 0.607
N -0.870 -0.183 -0.350 0.953
C -1.357 -1.353 0.051 0.621
O -0.450 -2.361 -0.074 -0.469
C -2.642 -1.680 0.564 0.697
C -3.697 -0.720 0.625 -0.387
C -4.917 -1.032 1.171 -0.801
C -5.179 -2.307 1.697 -0.986
C -4.156 -3.268 1.625 -0.503
C -2.933 -2.978 1.077 -0.487
C -1.482 0.633 2.571 -0.062
C -0.640 -0.469 2.700 1.018
C -0.843 -1.404 3.701 -0.516
C -1.898 -1.237 4.587 -1.046
C -2.747 -0.151 4.445 -0.824
C -2.562 0.790 3.433 1.519
C -3.554 1.906 3.272 -1.543
C -0.081 3.790 3.393 1.377
C 0.862 2.664 3.706 -0.763
C 0.030 4.959 4.137 -1.075
H -1.481 7.986 4.557 0.358
H 0.270 7.880 4.390 0.288
H -0.526 7.116 5.761 0.354
H -2.383 6.798 2.688 0.254
H -3.669 5.552 1.250 0.382
H -3.404 3.813 0.988 0.129
H -2.481 4.981 0.074 0.315
H -3.517 0.275 0.233 0.412
H -5.690 -0.268 1.200 0.370
H -6.140 -2.542 2.139 0.284
H -4.331 -4.267 2.018 0.341
H -2.156 -3.731 1.037 0.359
H 0.153 -0.607 1.973 -0.605
H -0.197 -2.273 3.765 0.208
H -2.084 -1.971 5.363 0.302
H -3.601 -0.042 5.105 0.287
H -4.447 1.706 3.864 0.483
H -3.848 1.992 2.226 0.053
H -3.135 2.870 3.576 0.241
H 1.439 2.388 2.820 -0.280
H 0.327 1.766 4.013 0.283
H 1.553 2.948 4.502 0.232
H 0.778 5.011 4.924 0.293
O 0.396 2.027 -2.011 -0.848
H -0.270 1.327 -2.016 0.185
H 0.939 1.736 -1.264 -0.226
C 2.871 -0.035 2.006 -0.738
C 3.040 0.212 0.490 1.570
C 4.359 -0.429 0.029 -1.093
C 3.104 1.742 0.293 -1.375
N 1.964 -0.380 -0.234 0.571
H 3.803 0.158 2.549 0.641
H 2.563 -1.065 2.195 -0.322
H 2.098 0.617 2.413 -0.275
H 5.222 0.015 0.539 0.461
H 4.470 -0.293 -1.043 -0.154
H 4.352 -1.504 0.222 0.050
H 3.828 2.194 0.980 0.470
H 2.125 2.177 0.498 -0.014
H 3.406 2.005 -0.721 0.100

***

10
Properties=species:S:1:pos:R:3:mulliken_charge:R:1 method="wB97M-V/def2-TZVPD" e_homo_ev="-5.835 / -6.209" charge=0 e_above_lowest_kj_mol=180.83 largest_force_ev_per_a=1.20 multiplicity=2 lumo_ev="-1.116 / -1.153" total_energy_ev=-23592.2244
O 1.171 0.727 -1.097 -0.525
C 1.512 -0.009 -0.167 -0.146
C -1.406 0.712 0.170 -0.755
O 0.516 -0.781 0.402 -0.282
C -0.839 -0.635 -0.087 -0.186
H -1.818 1.317 -0.638 0.296
H -1.394 1.118 1.184 0.302
H -0.859 -0.865 -1.161 0.238
H -1.397 -1.410 0.460 0.239
K 4.514 -0.175 0.933 0.820

***

54
Properties=species:S:1:pos:R:3:mulliken_charge:R:1 method="wB97M-V/def2-TZVPD" e_homo_ev="-8.804 / -10.957" charge=+1 largest_force_ev_per_a=2.06 multiplicity=6 lumo_ev="-2.645 / -2.865" total_energy_ev=-87136.7497
Mn -0.152 0.272 0.014 0.444
P 2.016 -0.755 0.108 0.861
C 2.247 -0.865 -1.713 -0.970
C 1.001 -1.426 -2.348 0.643
N -0.173 -1.033 -1.803 0.118
C -1.339 -1.438 -2.356 0.540
C -1.354 -2.330 -3.417 -0.853
C -0.158 -2.768 -3.968 -0.515
C 1.039 -2.293 -3.435 -0.911
C -2.619 -0.892 -1.762 -1.250
P -2.290 0.659 -0.843 0.764
H 2.011 -2.595 -3.817 0.503
H -2.327 -2.658 -3.795 0.497
H -0.150 -3.465 -4.803 0.422
H -3.357 -0.685 -2.552 0.517
H -3.065 -1.613 -1.057 0.423
H 2.380 0.228 -2.010 0.102
H 3.131 -1.482 -1.945 0.508
H 1.095 2.701 -1.528 0.347
O 1.805 1.999 -1.818 -0.624
H 1.929 2.127 -2.763 0.303
H -0.276 3.150 -0.134 0.318
O -0.057 3.570 -1.012 -0.675
H -0.066 4.536 -0.897 0.301
C -2.418 1.915 -2.149 -1.345
H -3.435 1.921 -2.569 0.450
H -2.160 2.898 -1.734 0.365
H -1.697 1.693 -2.948 0.354
C -3.660 0.874 0.320 -1.240
H -3.404 1.694 1.007 0.348
H -4.595 1.114 -0.208 0.423
H -3.789 -0.049 0.907 0.386
C 2.116 -2.462 0.691 -1.326
H 3.153 -2.820 0.632 0.424
H 1.771 -2.494 1.732 0.338
H 1.470 -3.109 0.083 0.368
C 3.462 0.132 0.726 -1.265
H 3.238 0.480 1.743 0.345
H 4.336 -0.535 0.753 0.457
H 3.664 1.001 0.084 0.327
Cl 1.037 2.928 4.039 -0.205
C 0.476 1.308 4.022 0.407
C 0.525 0.561 5.196 -0.515
C 0.123 -0.784 5.180 -0.483
C -0.335 -1.360 4.001 -0.933
C -0.410 -0.606 2.832 -0.052
C -0.017 0.744 2.827 -0.228
C -0.105 1.544 1.555 -1.272
H 0.879 1.027 6.106 0.449
H 0.175 -1.369 6.097 0.382
H -0.641 -2.410 3.980 0.382
H -0.785 -1.057 1.894 0.379
H -1.034 2.129 1.495 0.566
H 0.789 2.150 1.364 0.896

***

13
Properties=species:S:1:pos:R:3:mulliken_charge:R:1 method="wB97M-V/def2-TZVPD" e_homo_ev=-10.027 charge=0 e_above_lowest_kj_mol=324.21 largest_force_ev_per_a=1.90 smiles=C#C[C@H]1CO[C@H]1O lumo_ev=0.944 total_energy_ev=-9373.7355
O 1.774 0.261 0.080 -0.512
C 0.784 0.794 -0.826 -0.512
C -0.150 -0.393 -0.545 -0.047
C 0.861 -0.754 0.558 0.243
O 0.597 -0.312 1.835 -0.540
C -1.522 -0.118 -0.162 -0.814
C -2.666 0.115 0.123 0.230
H 1.254 0.389 1.697 0.329
H 0.383 1.779 -0.546 0.306
H 1.193 0.832 -1.834 0.246
H -0.102 -1.140 -1.335 0.319
H 1.269 -1.776 0.557 0.330
H -3.674 0.323 0.399 0.422

***

51
Properties=species:S:1:pos:R:3:mulliken_charge:R:1 method="wB97M-V/def2-TZVPD" e_homo_ev=-7.691 charge=0 e_above_lowest_kj_mol=193.00 largest_force_ev_per_a=1.24 smiles="COc1ccc(-n2c(SCC(=O)Nc3cc(C)on3)nc3c(c2=O)SCC3)cc1OC" lumo_ev=0.408 total_energy_ev=-58931.8977
C 4.645 -4.344 -2.102 -0.732
H 5.618 -4.743 -1.815 0.291
O 4.419 -3.267 -1.220 -0.471
C 3.267 -2.548 -1.246 0.457
C 3.171 -1.600 -0.229 -1.052
C 2.075 -0.776 -0.090 0.037
C 1.048 -0.885 -1.012 -1.751
C 1.113 -1.817 -2.035 0.032
C 2.207 -2.662 -2.168 1.086
O 2.297 -3.597 -3.164 -0.467
C 1.183 -3.803 -3.998 -0.933
H 0.288 -4.052 -3.420 0.382
H 0.982 -2.929 -4.627 0.322
H 1.450 -4.646 -4.634 0.254
H 0.286 -1.881 -2.722 0.476
N -0.124 -0.079 -0.890 0.507
C -0.069 1.266 -1.009 0.463
N -1.077 2.066 -0.846 -0.448
C -2.253 1.515 -0.491 0.084
C -2.409 0.168 -0.332 0.657
C -1.328 -0.754 -0.557 0.186
O -1.362 -1.961 -0.480 -0.682
S -4.006 -0.322 0.164 -0.202
C -4.509 1.436 0.411 -0.572
H -5.515 1.549 0.015 0.447
H -4.527 1.613 1.486 0.231
C -3.488 2.335 -0.283 -0.663
H -3.275 3.212 0.330 0.279
H -3.850 2.674 -1.258 0.385
S 1.484 2.001 -1.422 -0.140
C 1.410 3.436 -0.282 -0.575
H 0.747 4.192 -0.695 0.325
C 0.956 2.893 1.060 0.272
O 1.604 2.095 1.694 -0.597
N -0.271 3.348 1.443 -0.007
C -1.062 2.753 2.404 0.366
N -2.311 3.139 2.543 -0.625
O -2.858 2.350 3.503 -0.172
C -1.938 1.478 3.948 0.258
C -0.761 1.686 3.287 -0.194
H 0.172 1.177 3.392 0.503
C -2.340 0.495 4.980 -1.262
H -2.835 -0.355 4.510 0.268
H -1.464 0.137 5.512 0.335
H -3.038 0.952 5.677 0.362
H -0.769 3.994 0.847 0.339
H 2.436 3.797 -0.230 0.449
H 2.025 -0.060 0.716 0.526
H 3.992 -1.540 0.467 0.436
H 3.886 -5.122 -1.991 0.282
H 4.678 -4.016 -3.143 0.247